(1)
Molecular formula: C21H61N10O14
Method: DFT, ωB97M-V/def2-TZVPD

```
! RIJCOSX wB97M-V def2-TZVPD def2/J DEFGRID3
* xyz -1 1
N 2.929 0.863 2.713
H 1.949 0.994 -1.833
H 3.901 -3.914 2.662
H -2.706 4.134 -10.072
O -1.543 1.574 3.411
H -2.878 3.817 -7.814
H 5.294 -3.405 3.552
H 1.445 -5.108 2.163
H 2.761 -0.709 -1.416
O -0.581 2.469 -1.022
H -1.704 3.766 -5.460
N -2.779 -1.511 4.680
O 0.716 -0.368 -0.680
H -1.608 2.295 -6.504
H -1.144 -3.125 -1.395
H -4.459 -1.141 5.942
C -1.843 4.140 -7.621
H -1.741 -0.125 5.891
H 0.005 0.974 -3.040
H 1.257 -0.356 2.146
H 2.423 -2.416 2.109
H 3.300 -1.363 1.005
C 4.667 -3.134 2.705
N 0.121 3.542 -6.369
H -3.138 -2.071 6.639
H -1.666 5.479 -9.813
H 2.087 -0.710 3.681
H -3.420 -3.937 5.209
C 0.942 1.247 -5.592
H 2.389 1.928 0.893
O 3.743 3.643 2.412
N -1.450 -3.834 -2.035
C -3.723 -1.926 5.727
H 3.819 0.771 0.866
O -1.111 3.797 -8.774
H -3.467 -0.225 0.874
H 4.161 5.369 1.308
O 0.426 -4.230 4.398
H 5.132 2.233 2.215
C 3.088 -1.547 2.064
O -3.656 -0.182 1.820
H 5.500 4.824 2.362
O -5.068 -3.288 4.152
H -0.649 3.106 2.446
N -2.557 -4.700 -0.238
O 5.047 1.240 -2.398
H -0.508 1.538 1.603
C -1.649 4.389 -9.933
H 2.737 2.409 -2.494
H -3.049 0.498 2.153
H -0.249 0.219 4.392
H -0.914 1.540 -1.007
H -6.916 -3.293 3.479
C 0.712 2.734 -5.310
C -6.411 -2.911 4.377
O -0.514 -1.868 0.295
C 4.283 2.585 1.615
H 1.870 0.870 -5.148
C 4.414 4.874 2.248
H -0.636 -0.653 -3.408
H -2.446 -3.801 0.196
H -4.912 -3.724 6.124
H 5.211 -3.113 1.759
H -2.940 -5.485 0.255
H 0.247 2.821 -4.329
N 3.721 -0.462 -1.589
H 0.511 1.910 2.990
H 2.362 1.523 3.234
H 1.726 3.133 -5.154
O -0.146 0.465 -5.095
N 0.840 -4.312 2.070
N -0.647 -2.897 2.923
H -0.876 -4.007 -2.842
C -1.359 3.357 -6.407
O -1.436 -0.171 -0.648
N -0.378 -0.776 -0.318
H -6.956 -3.426 5.173
H 4.566 -0.832 -1.192
C -0.491 2.036 2.573
C 2.238 -0.413 2.638
H -1.141 -0.393 3.053
H 1.104 1.073 -6.660
H 0.974 -0.356 -3.490
H -3.069 0.545 4.981
C -2.041 -4.937 -1.471
H -1.871 5.203 -7.364
H -3.316 -1.464 3.813
H -1.196 2.960 -0.469
C -1.231 0.299 3.905
C 0.026 0.145 -3.751
O 4.162 -1.829 2.935
O -2.159 -6.027 -2.034
C -2.246 -0.188 4.923
H 0.444 3.219 -7.276
H 0.389 -4.076 1.211
H -6.518 -1.825 4.347
C 3.237 1.498 1.439
H 4.034 5.476 3.075
H -1.388 -2.668 3.570
C 0.332 -3.796 3.250
C -4.284 -3.284 5.343
H -0.672 -2.527 1.981
N 2.754 1.438 -2.242
C 3.939 0.790 -2.116
H 4.575 2.988 0.638
H -1.051 4.100 -10.789
*
```

Values from the calculation:
- HOMO level (eV) = -6.5272

(2)
Molecular formula: C21H64N6O11
Method: DFT, ωB97M-V/def2-TZVPD

```
! RIJCOSX wB97M-V def2-TZVPD def2/J DEFGRID3
* xyz 0 1
H 1.646 2.056 -1.627
H -4.412 0.289 -1.523
H 2.680 -2.053 -0.663
H -2.360 5.810 2.158
H 0.715 -5.385 0.582
H 2.006 -2.349 6.373
H -0.281 7.229 -0.049
C 2.510 -2.499 5.420
N -3.518 0.494 -1.887
O 3.172 3.613 -0.244
H -0.196 -4.099 -0.768
N -1.581 -1.137 -0.845
H -0.725 -6.524 -1.558
H 0.785 -2.246 0.904
H 1.527 0.130 0.965
N -1.895 1.934 -2.284
C 2.044 5.394 -1.207
H 3.231 3.859 -2.100
H -3.033 -3.092 -2.676
O 2.857 1.090 2.276
N -3.063 -0.882 -4.298
H 0.760 -1.889 -1.892
H -3.724 -1.335 -5.008
H -2.591 4.233 -0.460
H 1.574 5.675 -2.081
H -1.312 1.124 -2.625
C -2.945 -4.094 -2.242
H 0.593 3.389 -0.941
H -1.171 4.185 0.436
H 1.009 3.517 -2.642
C 2.363 -1.154 4.685
C -1.123 -0.435 0.089
H 2.912 -0.490 3.030
H 0.545 -1.358 3.729
C 0.759 -4.862 1.479
H 2.831 -0.449 5.346
H 3.487 -5.035 1.970
H 2.555 3.486 0.509
H -3.789 5.718 1.028
C 1.620 -1.187 -2.086
H -0.812 -4.486 -2.463
O 2.994 -1.218 3.629
O 0.431 2.392 1.749
H -1.352 1.258 -1.104
H -0.317 2.260 3.744
H -1.637 2.867 -2.716
N -0.872 0.736 -0.247
H 3.288 -0.234 0.702
H -1.515 2.950 2.485
O 2.800 -1.862 -1.584
C -1.649 4.770 -0.297
C -1.543 -4.579 -1.705
H 1.121 -5.494 2.253
H 1.634 -3.057 2.401
H -2.039 -2.892 -5.499
C 1.368 3.130 -1.679
C 0.951 -0.682 4.499
H -2.121 6.871 -0.679
C -2.858 6.266 1.255
H -2.834 -0.269 -1.583
H 1.529 -0.275 -1.562
H -3.447 -0.202 -3.577
C -3.178 1.772 -2.047
O 1.467 -2.882 0.561
C -1.807 -1.234 -4.202
H 3.569 -2.661 5.695
H 3.969 -3.398 1.481
H -3.622 -3.920 -1.447
O -0.841 -0.531 -3.405
H 3.280 -4.728 0.428
C 3.201 -4.161 1.337
H -3.317 -4.795 -2.929
H -1.090 4.644 -1.239
H 1.258 1.894 2.000
N -1.411 -2.296 -4.876
C 1.737 -3.720 1.474
C -0.633 2.215 2.670
H -0.458 1.340 0.516
O -0.823 6.769 0.639
H -0.498 -2.696 -4.762
H 2.094 -3.400 4.933
H 2.926 6.056 -0.899
H 3.760 1.195 2.116
C 2.538 0.478 1.048
H -3.305 7.222 1.544
H -2.506 -6.628 -1.728
H -1.556 -2.188 -0.659
H 1.810 -1.087 -3.113
H -0.192 -4.595 1.767
H 0.329 -0.865 5.338
O -0.840 -1.101 1.255
H -1.228 -0.821 -1.779
H 0.842 0.301 4.101
H 2.567 1.232 0.265
O -4.063 2.874 -1.971
C -1.634 -6.044 -1.252
O -1.144 -3.824 -0.812
H -1.663 -6.260 -0.192
H -1.061 1.217 2.517
C 2.526 3.908 -1.307
H 1.266 5.568 -0.499
C -1.848 6.229 0.138
*
```

Values from the calculation:
- HOMO level (eV) = -8.9792
- SMILES string = NC(N)=O.NC(N)=O.NC(N)=O.CC(C)O.CC(C)O.CC(C)O.CC(C)O.CC(C)O.CO.CO.CO

(3)
Molecular formula: C21H64O11
Method: DFT, ωB97M-V/def2-TZVPD

```
! RIJCOSX wB97M-V def2-TZVPD def2/J DEFGRID3
* xyz 1 2
H -9.623 -26.250 -7.932
H -5.621 -32.711 -1.365
C 0.707 -30.453 -0.003
H -2.042 -34.434 -1.953
H -0.276 -26.745 -2.964
H -11.297 -31.558 -6.283
H -0.809 -24.591 -3.558
H -4.534 -31.166 0.945
H -5.578 -26.137 -2.538
H -6.944 -30.991 0.429
H -8.323 -29.855 -10.342
H -4.782 -30.569 -3.965
O -1.647 -28.946 -4.442
H -11.726 -30.129 -5.328
C -6.407 -30.055 0.586
H -2.725 -26.030 -2.945
H -6.021 -30.253 -9.806
H -2.257 -26.128 -5.685
H -10.865 -24.500 -6.703
O -11.027 -29.612 -7.089
O -5.564 -26.672 -1.744
H -9.142 -24.062 -6.848
H -6.070 -29.609 -0.349
H -5.562 -30.787 2.378
H -3.553 -35.760 -1.291
H -4.797 -32.770 -2.965
H 0.862 -31.349 -0.605
H -1.818 -29.887 -4.437
H -1.128 -31.966 0.711
O -2.509 -26.952 -6.101
C -10.994 -30.544 -6.020
H -2.303 -27.108 -1.567
C -3.765 -33.756 -1.357
H 1.279 -25.967 -1.024
H -6.096 -31.074 -7.542
H -5.318 -35.275 -1.647
H -2.406 -25.373 -1.295
H -10.903 -28.720 -6.756
C -8.373 -26.779 -6.309
C -0.767 -30.173 0.318
H -3.271 -28.652 -3.467
C -6.379 -29.218 -3.815
C -2.143 -26.134 -2.029
C -5.171 -30.426 1.427
O -4.173 -28.736 -3.151
H -1.499 -30.848 -1.619
O -0.327 -24.695 -2.733
C -9.652 -26.174 -6.845
H -4.104 -35.349 -2.873
O -2.493 -33.587 -1.923
H 1.088 -29.630 -0.608
C -9.851 -24.754 -6.393
H -8.658 -29.208 -8.775
C -1.609 -29.990 -0.957
C -4.903 -29.495 -4.102
H -6.722 -29.668 -2.883
H -8.296 -27.825 -6.606
H -9.405 -29.553 -4.958
H 1.256 -30.501 0.937
H -6.892 -29.620 -4.688
H -6.833 -29.516 -7.070
H -0.717 -29.216 0.837
H -7.534 -26.248 -6.757
C -9.609 -30.541 -5.371
H -2.154 -27.630 -5.526
H 0.194 -27.272 -0.662
H -0.186 -25.765 -0.048
H -5.435 -28.146 -9.166
C -4.254 -35.113 -1.820
H -9.668 -31.223 -4.523
H -9.885 -24.594 -5.315
C -6.085 -29.996 -7.701
H -8.297 -30.968 -9.001
C -4.667 -32.657 -1.889
H -10.504 -27.068 -5.351
H -3.680 -33.607 -0.280
H -2.671 -29.881 -0.736
C 0.221 -26.221 -0.950
H -4.229 -31.682 -1.674
H -4.561 -29.535 1.579
H -5.191 -27.508 -2.025
H -8.362 -26.770 -5.219
H -0.802 -28.858 -4.884
H -7.632 -29.756 1.988
O -7.141 -29.176 1.402
H -8.858 -30.814 -6.112
H -6.708 -28.180 -3.763
C -8.047 -29.948 -9.291
O -10.647 -27.020 -6.299
C -6.582 -29.678 -9.069
C -0.602 -26.003 -2.235
H -1.313 -29.129 -1.556
O -1.369 -31.126 1.108
O -6.341 -28.317 -9.434
H -5.052 -29.716 -7.497
H -4.555 -29.168 -5.082
*
```

Values from the calculation:
- HOMO level (alpha / beta) (eV) = -11.5072 / -11.5072
- expectation value of S² = 0.754